21
Properties=species:S:1:pos:R:3:forces:R:3 method="wB97M-V/def2-TZVPD" homo_ev=-2.37 homo_lumo_gap_ev=5.99 max_force_ha_per_bohr=0.085 relative_energy_kcal_mol=40.1 charge=-1
C -1.360 -2.744 -0.292 0.883 0.484 0.429
C -0.926 -1.607 -0.383 -0.825 -1.314 -0.599
C -2.779 0.535 -0.067 -0.367 0.336 1.433
C 0.963 1.712 -0.502 1.990 0.673 -0.868
C 1.775 -0.624 -0.241 1.307 -0.372 -1.456
C 0.435 0.339 1.582 -1.863 2.925 -2.694
C -0.553 -0.350 -0.763 -0.258 1.974 3.786
C 0.641 0.305 0.015 -1.592 -0.578 0.158
O -3.289 0.846 -1.075 0.093 0.073 -2.232
O -2.977 0.518 1.111 1.249 -0.612 0.294
H -1.750 -3.594 0.154 -0.677 -1.021 0.257
H 0.858 1.938 -1.618 -0.020 -0.988 1.225
H 0.373 2.534 -0.046 0.499 -0.575 0.223
H 2.121 1.796 -0.318 -2.060 0.617 -0.073
H 1.567 -1.656 -0.083 -0.534 -0.811 1.110
H 2.781 -0.417 0.151 -0.188 0.373 0.075
H 1.789 -0.698 -1.317 0.888 0.371 -0.865
H 0.238 -0.679 1.879 0.285 0.009 0.758
H 1.304 0.943 1.887 -0.116 -0.901 0.840
H -0.495 1.034 1.677 1.386 -1.479 0.499
H -0.716 -0.130 -1.751 -0.080 0.817 -2.299

=====

15
Properties=species:S:1:pos:R:3:forces:R:3 method="wB97M-V/def2-TZVPD" homo_ev=-9.16 homo_lumo_gap_ev=10.20 max_force_ha_per_bohr=0.009 smiles=C1CO[C@@H]2C[C@@H]2O1 relative_energy_kcal_mol=53.4
C -1.404 0.192 0.919 -0.041 0.141 0.124
C -1.187 0.010 -0.566 -0.119 -0.123 -0.057
O -0.252 0.734 -1.318 0.021 0.037 -0.011
C 0.962 0.915 -0.624 0.213 0.106 0.169
C 1.549 -0.375 -0.086 0.224 0.151 -0.127
O 0.653 -1.192 0.648 0.044 0.086 0.239
C -0.716 -1.043 0.384 -0.100 -0.092 -0.018
H -0.763 0.871 1.473 -0.080 -0.104 -0.110
H -2.415 0.114 1.313 0.139 0.031 -0.165
H -2.074 -0.179 -1.166 0.252 -0.041 0.076
H 0.819 1.652 0.178 0.012 -0.115 0.006
H 1.720 1.323 -1.298 -0.359 0.084 -0.172
H 2.000 -0.966 -0.892 -0.222 0.059 -0.062
H 2.371 -0.048 0.566 -0.153 -0.396 0.126
H -1.236 -1.998 0.429 0.169 0.175 -0.018

=====

14
Properties=species:S:1:pos:R:3:forces:R:3 method="wB97M-V/def2-TZVPD" homo_ev=-10.13 homo_lumo_gap_ev=11.03 max_force_ha_per_bohr=0.030 relative_energy_kcal_mol=25.8
C -2.167 0.067 -0.057 -0.062 -0.041 -0.023
C -0.947 0.746 0.557 0.033 0.043 0.034
C 0.349 0.173 0.014 -0.370 -0.195 -0.170
O 1.427 0.875 0.592 0.347 -0.034 -0.086
C 3.481 -1.416 -0.050 0.802 -1.288 0.035
O 4.058 -2.391 -0.004 -0.734 1.222 -0.058
H -2.170 -1.009 0.155 -0.008 0.157 -0.022
H -3.097 0.487 0.338 0.135 -0.066 -0.060
H -2.181 0.189 -1.147 -0.004 -0.007 0.168
H -0.945 0.635 1.648 -0.023 -0.002 -0.146
H -0.959 1.824 0.352 -0.012 -0.151 0.008
H 0.403 -0.905 0.248 0.001 0.179 -0.003
H 0.355 0.262 -1.087 0.035 0.027 0.176
H 2.241 0.465 0.271 -0.141 0.156 0.150

=====

44
Properties=species:S:1:pos:R:3:forces:R:3 method="wB97M-V/def2-TZVPD" homo_ev=-10.35 homo_lumo_gap_ev=9.44 max_force_ha_per_bohr=0.049
C -2.552 -3.571 -0.659 -0.136 0.408 -1.069
C -1.839 -2.705 -1.722 0.380 -0.134 1.115
C -0.318 -2.556 -1.496 -0.922 0.443 -1.075
N 0.046 -1.119 -1.433 0.715 -0.248 0.451
C 0.735 -0.683 -0.218 0.391 -0.138 0.753
B 2.232 -1.238 -0.082 0.452 -0.681 0.568
C 2.576 -2.735 0.257 -0.634 0.331 -1.000
O 3.270 -0.364 -0.232 -0.694 0.594 -1.151
C 0.020 -1.034 1.097 -0.241 -0.026 -0.219
O -1.117 -0.242 1.351 0.055 0.330 0.060
C -0.788 1.134 1.469 -1.029 -0.054 0.198
P -2.141 2.037 0.523 -0.732 -0.125 -0.353
O -1.817 3.402 0.143 0.601 1.063 -0.046
C -0.822 1.610 2.927 -0.129 -0.195 -1.380
F -2.027 1.788 3.378 -2.032 -0.221 0.797
F -0.191 0.778 3.700 0.929 -1.832 1.297
F -0.215 2.750 3.013 1.142 2.219 0.068
C 0.586 1.491 0.978 -0.299 0.347 -0.571
N 0.761 0.824 -0.317 -0.388 -0.195 -0.562
H -1.859 -3.992 0.052 0.085 -0.289 0.260
H -3.116 -4.338 -1.163 -0.023 -0.635 0.075
H -3.297 -2.978 -0.157 -0.134 0.229 0.514
H -2.252 -1.713 -1.655 -0.136 0.457 -0.214
H -2.004 -3.058 -2.728 -0.193 -0.211 -0.239
H 0.026 -3.148 -0.662 0.132 0.054 0.401
H 0.158 -2.957 -2.379 0.413 -0.232 -0.134
H 0.687 -0.936 -2.198 -0.132 0.110 -0.196
H 3.626 -2.869 0.444 0.407 -0.017 0.415
H 2.371 -3.321 -0.641 -0.146 -0.270 -0.114
H 1.959 -3.161 1.037 -0.024 -0.161 0.287
H 3.880 -0.723 -0.887 0.756 0.088 0.506
H 0.727 -0.973 1.917 0.225 0.189 0.322
H -0.332 -2.049 1.116 -0.083 -0.478 -0.310
H -2.412 1.227 -0.610 0.193 -0.429 0.384
H -3.293 1.908 1.323 0.170 -0.452 -0.006
H 1.362 1.206 1.663 0.463 -0.083 0.197
H 0.591 2.547 0.789 0.392 0.752 -0.096
H -0.057 1.070 -0.882 0.047 0.113 -0.317
H 1.568 1.189 -0.835 0.195 0.089 0.226
F 0.972 6.157 0.330 0.048 -0.301 -0.070
Al 1.042 5.525 -1.235 -0.062 0.225 -0.223
F 1.384 3.822 -1.168 -0.117 -0.273 0.247
F 2.295 6.258 -2.104 -0.082 -0.208 0.122
F -0.424 5.740 -2.047 0.179 -0.157 0.084

=====

Number 1: total energy -12566.8956 eV. Number 2: total energy -9407.5165 eV. Number 3: total energy -8372.1619 eV. Number 4: total energy -54372.6942 eV.